C9H25CaIP2 | ωB97M-V with the def2-TZVPD basis set

The geometry in ORCA input format:
```
! RIJCOSX wB97M-V def2-TZVPD def2/J DEFGRID3
* xyz 0 1
C 0.530 -0.864 -3.863
C 1.485 0.533 -3.083
H 0.802 -1.863 -3.464
H 0.915 -0.805 -4.882
H -0.553 -0.652 -3.905
H 2.290 0.161 -2.426
H 1.950 0.966 -3.967
H 0.838 1.324 -2.648
Ca 0.218 -0.561 -1.802
C -1.646 1.111 -1.639
H -1.519 1.932 -0.921
H -2.652 0.683 -1.536
H -1.519 1.503 -2.664
I 0.946 -3.398 -0.992
C -1.189 -2.060 2.026
P -1.533 -0.623 0.932
C -3.360 -0.610 1.007
C -1.188 0.730 2.172
C 0.310 1.026 2.294
P 1.253 0.501 0.779
C 2.310 1.961 0.496
C 2.430 -0.691 1.516
H -2.122 -2.621 2.163
H -0.807 -1.738 3.003
H -0.455 -2.707 1.527
H -3.698 -0.354 2.020
H -3.750 0.118 0.287
H -3.718 -1.611 0.737
H -1.740 1.621 1.840
H -1.613 0.401 3.131
H 0.481 2.103 2.427
H 0.751 0.509 3.160
H 2.047 2.753 1.208
H 3.362 1.678 0.623
H 2.154 2.335 -0.525
H 2.099 -0.982 2.520
H 2.471 -1.589 0.882
H 3.419 -0.219 1.568
*
```

Output
E_LUMO, eV: 0.19
Frontier orbital gap, eV: 6.93
Calculated total energy, Eh: -2015.83075
Energy relative to the best compared isomer or geometry (same formula, charge and spin), kJ/mol: 213.6

=====

C17H14ClNO3STi | ωB97M-V with the def2-TZVPD basis set

The geometry in ORCA input format:
```
! RIJCOSX wB97M-V def2-TZVPD def2/J DEFGRID3
* xyz 0 1
C 2.313 -1.573 -0.125
C 2.331 -1.432 -1.549
C 1.030 -1.893 -2.042
H 3.221 -1.164 -2.122
C 0.214 -2.207 -0.908
C 1.031 -2.080 0.264
H 0.738 -2.418 1.257
H 3.162 -1.390 0.541
H 0.802 -2.178 -3.071
H -0.826 -2.554 -0.955
Ti 0.981 0.335 -1.381
Cl 2.522 1.540 -0.147
C 1.253 2.021 -2.740
C 0.013 1.354 -3.060
C 0.344 0.168 -3.793
H -0.986 1.750 -2.893
C 1.766 0.094 -3.920
C 2.334 1.196 -3.230
H 3.386 1.471 -3.221
H 1.329 3.032 -2.352
H -0.387 -0.480 -4.278
H 2.322 -0.643 -4.509
O 1.217 0.944 3.620
S 0.425 -0.069 2.965
O 0.690 -1.467 3.223
N 0.346 0.213 1.336
C -0.825 0.560 0.839
O -0.899 0.675 -0.450
C -1.851 0.664 1.903
C -3.203 1.003 1.851
C -3.961 0.891 3.023
C -3.388 0.461 4.233
C -2.019 0.171 4.299
C -1.293 0.274 3.121
H -3.614 1.357 0.906
H -5.022 1.143 3.017
H -3.987 0.353 5.135
H -1.508 -0.122 5.213
*
```

Output
E_LUMO (spin up / spin down), eV: -0.63 / -0.63
Frontier orbital gap (spin up / spin down), eV: 7.53 / 7.53
Calculated total energy, Eh: -2644.54724
Energy relative to the best compared isomer or geometry (same formula, charge and spin), kJ/mol: 0.0

=====

C16H42BNO16S5 | ωB97M-V with the def2-TZVPD basis set

The geometry in ORCA input format:
```
! RIJCOSX wB97M-V def2-TZVPD def2/J DEFGRID3
* xyz 0 1
C -7.385 -4.750 -2.410
C -7.642 -3.970 -3.686
O -7.754 -2.562 -3.441
S -6.416 -1.736 -3.115
C -7.111 -0.118 -3.241
O -5.481 -1.921 -4.190
O -6.052 -1.961 -1.746
H -6.411 -4.504 -1.986
H -7.404 -5.824 -2.604
H -8.136 -4.510 -1.655
H -6.868 -4.166 -4.432
H -8.592 -4.290 -4.116
H -7.427 0.056 -4.268
H -6.337 0.595 -2.959
H -7.953 -0.042 -2.555
C -0.271 -0.030 0.945
C -0.976 -1.128 1.717
O -1.846 -1.903 0.878
S -1.186 -2.945 -0.148
C -2.674 -3.774 -0.613
O -0.353 -3.857 0.587
O -0.694 -2.231 -1.289
H 0.418 -0.446 0.207
H 0.304 0.607 1.618
H -0.993 0.583 0.402
H -0.259 -1.779 2.224
H -1.603 -0.677 2.487
H -3.080 -4.294 0.253
H -2.425 -4.489 -1.395
H -3.383 -3.040 -0.995
C 1.713 -5.790 1.042
C 2.994 -5.996 0.259
O 4.158 -5.914 1.096
S 4.476 -7.141 2.081
C 6.101 -6.633 2.554
O 4.572 -8.345 1.307
O 3.624 -7.051 3.229
H 1.551 -6.602 1.754
H 0.855 -5.755 0.375
H 1.756 -4.864 1.615
H 2.981 -6.946 -0.280
H 3.088 -5.204 -0.486
H 6.752 -6.662 1.682
H 6.455 -7.330 3.312
H 6.048 -5.628 2.970
C 0.898 6.504 2.919
C 1.911 5.384 3.061
O 1.700 4.620 4.260
S 0.456 3.608 4.306
C 0.901 2.772 5.798
O 0.565 2.690 3.208
O -0.743 4.352 4.549
H -0.109 6.111 2.778
H 1.137 7.131 2.059
H 0.880 7.122 3.819
H 1.903 4.731 2.186
H 2.910 5.814 3.132
H 1.831 2.229 5.639
H 0.096 2.078 6.038
H 1.007 3.506 6.594
C 3.636 6.455 -3.244
C 3.716 5.241 -2.338
O 4.816 5.328 -1.421
S 4.697 6.341 -0.182
C 6.116 5.778 0.707
O 3.518 6.018 0.569
O 4.954 7.673 -0.642
H 3.403 7.357 -2.678
H 2.858 6.323 -3.998
H 4.592 6.625 -3.744
H 2.779 5.091 -1.795
H 3.883 4.351 -2.945
H 5.949 4.753 1.033
H 6.244 6.431 1.569
H 6.987 5.845 0.058
B -2.672 0.339 -4.483
N -3.209 1.708 -4.176
C -2.267 2.303 -3.642
O -1.597 2.729 -2.791
H -2.272 0.095 -5.568
H -2.606 -0.469 -3.621
*
```

Output
E_LUMO, eV: 0.23
Frontier orbital gap, eV: 10.51
Calculated total energy, Eh: -3909.13381